{
  "formula": "C5H6N2O",
  "method": "ωB97M-V with the def2-TZVPD basis set",
  "elements": ["C", "C", "O", "C", "N", "C", "C", "N", "H", "H", "H", "H", "H", "H"],
  "positions_angstrom": [[2.18, 0.67, 0.33], [1.32, -0.58, -0.06], [1.98, -1.61, -0.44], [-0.14, -0.52, -0.08], [-0.90, -1.53, 0.25], [-2.25, -0.91, 0.15], [-2.17, 0.33, -0.18], [-0.82, 0.62, -0.24], [2.30, 1.35, -0.55], [1.82, 0.87, 1.11], [3.09, 0.35, 0.52], [-3.17, -1.70, 0.30], [-2.96, 1.08, -0.46], [-0.29, 1.59, -0.64]],
  "lowdin_charge": [0.03, -0.27, 0.05, -0.38, 0.15, -0.13, -0.16, 0.06, 0.12, -0.04, 0.04, 0.15, 0.13, 0.25],
  "smiles": "CC(=O)c1ncc[nH]1",
  "mol_weight_g_mol": 110.12,
  "total_energy_ev": -10306.6745,
  "relative_energy_ev": 2.929,
  "orbital_gap_ev": 10.117,
  "lumo_energy_ev": 0.32,
  "e_homo_ev": -9.8,
  "fmax_ev_per_a": 12.869
}

=====

{
  "formula": "C22H34ClN5O8PPt",
  "method": "ωB97M-V with the def2-TZVPD basis set",
  "elements": ["Pt", "O", "C", "O", "C", "C", "C", "C", "C", "N", "C", "O", "O", "H", "H", "H", "H", "O", "Cl", "O", "O", "O", "N", "P", "N", "C", "C", "C", "C", "C", "N", "C", "C", "C", "C", "C", "N", "C", "C", "C", "C", "C", "H", "H", "H", "H", "H", "H", "H", "H", "H", "H", "H", "H", "H", "H", "H", "H", "H", "H", "H", "H", "H", "H", "H", "H", "H", "H", "H", "H", "H", "H"],
  "positions_angstrom": [[-0.89, -0.17, -2.04], [-5.30, -0.92, -2.73], [-4.00, -0.81, -2.51], [-3.38, 0.23, -2.60], [-3.36, -2.09, -2.08], [-4.01, -3.31, -2.04], [-3.28, -4.44, -1.69], [-1.93, -4.32, -1.42], [-1.34, -3.06, -1.48], [-2.07, -1.99, -1.78], [0.15, -2.86, -1.22], [0.79, -3.80, -0.80], [0.62, -1.67, -1.44], [-5.64, -0.06, -3.03], [-5.06, -3.37, -2.29], [-3.76, -5.41, -1.66], [-1.30, -5.17, -1.17], [-0.60, 0.44, -6.00], [-0.03, 0.05, -4.77], [1.31, -0.38, -4.85], [-0.14, 1.16, -3.77], [-0.86, -1.02, -4.12], [-0.58, 0.58, -0.35], [0.48, 0.89, 0.91], [0.25, -0.32, 1.95], [-0.78, -1.37, 1.81], [-0.24, -2.71, 2.29], [0.25, -2.59, 3.73], [1.30, -1.49, 3.85], [0.76, -0.17, 3.33], [1.98, 0.87, 0.30], [2.34, 1.75, -0.85], [2.85, 0.91, -2.01], [4.14, 0.17, -1.62], [4.21, -0.06, -0.11], [2.84, -0.34, 0.48], [0.12, 2.32, 1.60], [-1.27, 2.51, 2.07], [-2.06, 3.40, 1.12], [-1.33, 4.72, 0.90], [0.10, 4.50, 0.43], [0.84, 3.58, 1.40], [-1.07, -1.43, 0.76], [-1.67, -1.08, 2.39], [0.57, -3.03, 1.63], [-1.04, -3.45, 2.22], [0.67, -3.54, 4.07], [-0.59, -2.37, 4.39], [2.18, -1.76, 3.26], [1.63, -1.36, 4.88], [1.53, 0.61, 3.34], [-0.06, 0.19, 3.97], [3.11, 2.46, -0.52], [1.47, 2.33, -1.14], [3.00, 1.55, -2.87], [2.08, 0.18, -2.29], [5.01, 0.74, -1.94], [4.18, -0.79, -2.15], [4.64, 0.80, 0.40], [4.85, -0.91, 0.12], [2.92, -0.55, 1.54], [2.38, -1.20, -0.01], [-1.21, 2.97, 3.06], [-1.74, 1.53, 2.20], [-3.05, 3.56, 1.53], [-2.18, 2.88, 0.16], [-1.32, 5.28, 1.84], [-1.88, 5.34, 0.18], [0.64, 5.44, 0.34], [0.10, 4.04, -0.57], [0.90, 4.06, 2.38], [1.86, 3.37, 1.09]],
  "mulliken_spin": [1.72, 0.00, 0.03, 0.05, -0.02, 0.00, 0.00, 0.00, 0.02, 0.14, -0.03, 0.02, 0.21, 0.00, 0.00, 0.00, 0.00, 0.02, 0.01, 0.00, 0.10, 0.08, 1.41, -0.02, 0.02, 0.07, 0.00, 0.00, 0.00, 0.00, 0.12, -0.02, 0.01, 0.00, 0.01, -0.02, 0.05, 0.01, 0.00, 0.00, 0.00, 0.00, -0.02, 0.00, 0.00, 0.00, 0.00, 0.00, 0.00, 0.00, 0.00, 0.00, 0.00, 0.00, 0.00, 0.00, 0.00, 0.00, 0.00, 0.00, 0.01, 0.01, 0.00, 0.00, 0.00, 0.00, 0.00, 0.00, 0.00, 0.00, 0.00, 0.00],
  "spin_multiplicity": 5,
  "mol_weight_g_mol": 758.05,
  "total_energy_ev": -72239.8556,
  "orbital_gap_ev": [8.028, 7.166],
  "lumo_energy_ev": [-3.52, -5.28],
  "e_homo_ev": [-11.5, -12.4],
  "fmax_ev_per_a": 0.384,
  "s2": 6.019,
  "total_charge": 1
}

=====

{
  "formula": "C23H47BrIrN7SSeSi2",
  "method": "ωB97M-V with the def2-TZVPD basis set",
  "elements": ["Ir", "N", "C", "N", "C", "N", "C", "C", "N", "C", "C", "N", "H", "H", "H", "H", "H", "C", "C", "C", "C", "Si", "Br", "C", "C", "C", "C", "C", "C", "C", "C", "H", "H", "H", "H", "H", "H", "H", "H", "H", "H", "H", "H", "H", "H", "H", "H", "H", "H", "H", "H", "H", "H", "H", "H", "H", "H", "H", "C", "Si", "C", "C", "Se", "H", "H", "H", "H", "H", "H", "H", "H", "H", "C", "N", "C", "N", "S", "H", "H", "H", "H", "H", "H"],
  "positions_angstrom": [[-0.61, 0.94, -1.77], [-2.54, -2.72, -2.65], [-1.51, -1.94, -2.98], [-1.55, -0.89, -2.18], [-2.64, -1.09, -1.39], [-3.27, -2.20, -1.65], [-2.92, -0.09, -0.38], [-3.93, -0.15, 0.57], [-4.10, 0.80, 1.47], [-3.27, 1.83, 1.44], [-2.25, 1.94, 0.50], [-2.08, 0.97, -0.40], [-2.80, -3.61, -3.06], [-0.79, -2.16, -3.75], [-4.61, -0.99, 0.58], [-3.40, 2.61, 2.18], [-1.58, 2.79, 0.46], [-0.67, -3.42, 1.17], [-0.22, -2.64, 2.41], [0.14, -3.65, 3.52], [-1.42, -1.81, 2.87], [1.31, -1.54, 2.10], [0.84, -0.54, -0.11], [2.93, -2.45, 1.69], [2.67, -3.75, 0.91], [3.92, -1.62, 0.85], [3.60, -2.82, 3.03], [1.46, 0.01, 3.19], [2.78, 0.76, 2.93], [1.44, -0.45, 4.66], [0.34, 1.03, 2.97], [-1.50, -4.06, 1.45], [0.11, -4.06, 0.75], [-1.02, -2.75, 0.38], [-0.75, -4.23, 3.76], [0.46, -3.16, 4.45], [0.92, -4.35, 3.22], [-2.28, -2.48, 2.98], [-1.68, -1.04, 2.15], [-1.27, -1.33, 3.84], [2.16, -3.56, -0.04], [2.10, -4.48, 1.47], [3.63, -4.21, 0.67], [3.53, -1.42, -0.14], [4.83, -2.21, 0.73], [4.21, -0.69, 1.32], [2.96, -3.40, 3.69], [3.94, -1.94, 3.58], [4.48, -3.42, 2.82], [3.66, 0.17, 3.19], [2.80, 1.66, 3.55], [2.87, 1.07, 1.89], [2.22, -1.18, 4.89], [0.48, -0.87, 4.95], [1.61, 0.42, 5.30], [0.35, 1.43, 1.95], [0.50, 1.88, 3.65], [-0.65, 0.64, 3.18], [-4.37, 1.82, -5.48], [-3.57, 3.38, -4.93], [-2.47, 4.27, -6.10], [-4.21, 4.25, -3.45], [-1.27, 2.07, -3.63], [-5.22, 2.09, -6.12], [-4.76, 1.24, -4.64], [-3.69, 1.21, -6.08], [-3.12, 4.76, -6.84], [-1.82, 3.59, -6.64], [-1.89, 5.05, -5.61], [-5.03, 4.91, -3.76], [-3.45, 4.89, -3.00], [-4.61, 3.56, -2.71], [4.55, 2.02, -1.51], [3.17, 2.12, -1.04], [2.19, 2.66, -1.72], [2.39, 3.15, -2.93], [0.62, 2.81, -0.92], [5.15, 1.56, -0.73], [4.96, 3.02, -1.71], [4.61, 1.40, -2.41], [2.92, 1.71, -0.15], [3.31, 3.18, -3.36], [1.66, 3.69, -3.37]],
  "mulliken_spin": [0.08, 0.00, 0.00, 0.01, 0.02, 0.00, -0.02, 0.00, 0.00, 0.00, 0.00, -0.01, 0.00, 0.00, 0.00, 0.00, 0.00, 0.00, 0.00, 0.00, 0.00, 0.00, 0.00, 0.00, 0.00, 0.00, 0.00, 0.00, 0.00, 0.00, 0.00, 0.00, 0.00, 0.00, 0.00, 0.00, 0.00, 0.00, 0.00, 0.00, 0.00, 0.00, 0.00, 0.00, 0.00, 0.00, 0.00, 0.00, 0.00, 0.00, 0.00, 0.00, 0.00, 0.00, 0.00, 0.00, 0.00, 0.00, 0.01, 0.01, 0.00, 0.01, 0.88, 0.00, 0.00, 0.00, 0.00, 0.00, 0.00, 0.00, 0.00, 0.00, 0.00, 0.00, 0.00, 0.00, 0.02, 0.00, 0.00, 0.00, 0.00, 0.00, 0.00],
  "spin_multiplicity": 2,
  "mol_weight_g_mol": 861.00,
  "total_energy_ev": -199841.4329,
  "relative_energy_ev": 0.172,
  "orbital_gap_ev": [6.688, 6.030],
  "lumo_energy_ev": [-9.94, -10.59],
  "e_homo_ev": [-16.6, -16.6],
  "fmax_ev_per_a": 1.110,
  "s2": 0.759,
  "total_charge": 3
}

=====

{
  "formula": "C9H18BFN2O7P",
  "method": "ωB97M-V with the def2-TZVPD basis set",
  "elements": ["C", "N", "C", "B", "O", "P", "C", "C", "O", "C", "O", "N", "C", "O", "F", "H", "H", "H", "H", "H", "H", "H", "H", "H", "H", "H", "H", "C", "O", "C", "O", "O", "C", "H", "H", "H", "H", "H", "H"],
  "positions_angstrom": [[-4.24, 2.49, 1.33], [-3.27, 2.88, 0.24], [-4.07, 3.80, -0.65], [-2.98, 1.73, -0.58], [-4.00, 1.15, -1.32], [-1.22, 0.94, -0.77], [-0.01, 1.41, 0.52], [1.44, 1.22, -0.03], [1.62, 1.18, -1.20], [-1.36, -0.94, -0.80], [-1.79, -1.48, 0.15], [-0.97, -1.71, -1.95], [-1.97, -1.61, -2.94], [-2.71, -2.42, -3.25], [-2.03, -0.40, -3.54], [-3.66, 1.94, 2.09], [-4.65, 3.40, 1.80], [-5.06, 1.87, 0.91], [-5.10, 3.43, -0.77], [-4.15, 4.80, -0.20], [-3.59, 3.86, -1.65], [-3.83, 0.20, -1.45], [-0.70, 1.37, -2.02], [-0.07, 0.78, 1.43], [-0.15, 2.47, 0.82], [2.31, 1.08, 0.64], [-0.93, -2.70, -1.68], [5.28, -3.41, 3.34], [5.49, -3.45, 1.92], [4.77, -2.57, 1.23], [3.98, -1.77, 1.70], [5.06, -2.71, -0.06], [4.34, -1.82, -0.91], [5.92, -4.17, 3.78], [5.56, -2.44, 3.74], [4.25, -3.64, 3.58], [4.59, -0.78, -0.67], [3.27, -1.98, -0.83], [4.65, -2.01, -1.93]],
  "lowdin_charge": [-0.06, -0.14, -0.07, -0.65, 0.16, 1.24, -0.22, -0.27, 0.05, -0.53, 0.17, 0.17, -0.57, 0.27, 0.12, 0.09, 0.10, 0.10, 0.10, 0.10, 0.09, 0.10, 0.08, 0.12, 0.12, 0.15, 0.17, -0.03, 0.02, -0.62, 0.10, 0.01, -0.05, 0.10, 0.10, 0.10, 0.10, 0.09, 0.10],
  "mol_weight_g_mol": 327.03,
  "total_energy_ev": -39613.4984,
  "orbital_gap_ev": 8.664,
  "lumo_energy_ev": -4.51,
  "e_homo_ev": -13.2,
  "fmax_ev_per_a": 4.429,
  "total_charge": 1
}

=====

{
  "formula": "CH24O11",
  "method": "ωB97M-V with the def2-TZVPD basis set",
  "elements": ["O", "H", "H", "H", "C", "O", "H", "H", "H", "O", "H", "H", "O", "H", "H", "O", "H", "H", "O", "H", "H", "O", "H", "H", "O", "H", "H", "O", "H", "H", "O", "H", "H", "O", "H", "H"],
  "positions_angstrom": [[-0.16, -3.45, -0.93], [-0.99, -3.74, -1.27], [0.18, -3.76, -0.04], [-0.02, -2.46, -0.96], [-0.31, -0.38, -0.19], [0.85, -0.92, -0.76], [-1.04, -1.21, 0.04], [-0.82, 0.16, -0.96], [0.09, 0.26, 0.73], [1.91, 1.23, -0.56], [1.70, 1.44, 0.36], [1.54, 0.44, -0.51], [0.84, 2.82, 1.69], [-0.01, 2.40, 1.77], [0.60, 3.39, 2.25], [3.14, -2.33, -1.64], [3.75, -2.28, -1.03], [2.33, -1.93, -1.39], [2.34, -0.94, 1.20], [1.58, -0.98, 0.50], [2.61, -1.75, 1.42], [-3.11, 2.58, -0.13], [-2.60, 2.16, -0.82], [-2.69, 2.13, 0.56], [-2.18, -1.31, 3.60], [-2.43, -1.47, 2.66], [-1.26, -0.98, 3.82], [-2.03, 1.68, 2.22], [-1.45, 0.99, 2.50], [-2.64, 1.98, 3.07], [0.35, -0.05, -3.14], [0.29, -0.16, -2.25], [1.27, -0.16, -3.16], [-0.89, 2.31, -3.09], [-0.40, 2.62, -2.36], [-0.37, 1.66, -3.18]],
  "lowdin_charge": [0.30, 0.15, 0.22, 0.11, -0.19, -0.44, 0.08, 0.07, 0.12, 0.00, 0.02, -0.16, 0.06, 0.01, -0.07, 0.02, -0.05, -0.02, -0.05, -0.02, -0.07, -0.04, 0.02, -0.07, -0.10, 0.05, 0.07, -0.10, 0.00, 0.18, 0.01, -0.08, 0.05, 0.05, 0.02, -0.14],
  "mol_weight_g_mol": 212.19,
  "total_energy_ev": -23941.6502,
  "relative_energy_ev": 7.548,
  "orbital_gap_ev": 8.173,
  "lumo_energy_ev": -1.80,
  "e_homo_ev": -10.0,
  "fmax_ev_per_a": 11.090
}

=====

{
  "formula": "C2ClNO2",
  "method": "ωB97M-V with the def2-TZVPD basis set",
  "elements": ["C", "C", "N", "O", "O", "Cl"],
  "positions_angstrom": [[0.07, 0.09, 1.13], [-0.48, 0.19, -1.62], [0.66, -0.82, 0.67], [-0.62, 0.77, 1.77], [-1.46, 0.66, -1.35], [1.82, -0.90, -0.60]],
  "lowdin_charge": [-0.49, -0.07, -0.31, 0.18, 0.08, 0.62],
  "mol_weight_g_mol": 105.48,
  "total_energy_ev": -20179.1341,
  "relative_energy_ev": 1.783,
  "orbital_gap_ev": 10.301,
  "lumo_energy_ev": -0.45,
  "e_homo_ev": -10.7,
  "fmax_ev_per_a": 4.786
}